# 1
C13H8N3O9Pt | ωB97M-V/def2-TZVPD

DFT total energy: -39759.8568 eV
<S²>: 2.005
Multiplicity: 3
Charge: -1
Relative energy (zero: lowest compared OMol25 entry of this formula, charge and spin): 2.5 kJ/mol
Largest force on an atom: 0.7 eV/A

Positions of all 34 atoms, in Å:
Pt -0.03103 -0.20703 -0.01124
O -1.87980 4.54835 3.39223
C -1.44066 3.54893 2.58229
C -1.98160 3.33844 1.31845
C -1.49626 2.29325 0.55871
N -0.53269 1.50483 1.03210
C 0.01971 1.70752 2.22892
C -0.41309 2.73295 3.04413
C 1.18335 0.77242 2.60818
O 1.73870 0.99106 3.67444
O 1.45815 -0.12458 1.75661
C -1.99242 2.01059 -0.87370
O -2.82871 2.78565 -1.32140
O -1.47235 1.00906 -1.44459
H -2.59335 5.02297 2.94570
H -2.75979 3.96132 0.89907
H 0.05046 2.87961 4.00585
C 1.98189 -1.22288 -2.97312
C 1.19839 -2.19786 -2.17974
N 0.45561 -1.90691 -1.13072
C -0.11558 -3.06430 -0.68764
C 0.28741 -4.09220 -1.48584
N 1.11874 -3.52533 -2.42174
C 0.00329 -5.54543 -1.50557
O -0.82592 -5.98419 -0.58884
O 0.53011 -6.24351 -2.34697
C -1.02746 -3.01570 0.48984
O -1.53488 -4.08991 0.85705
O -1.19931 -1.87939 0.99341
H 1.80384 -0.22689 -2.56674
H 1.67347 -1.23328 -4.01759
H 3.04779 -1.44111 -2.91965
H 1.56776 -4.06078 -3.15136
H -1.15923 -5.23093 0.02365



# 2
C6H12O | ωB97M-V/def2-TZVPD

DFT total energy: -8462.0082 eV
Multiplicity: 1
Charge: 0
Relative energy (zero: lowest compared OMol25 entry of this formula, charge and spin): 226.3 kJ/mol
Largest force on an atom: 0.5 eV/A

Positions of all 19 atoms, in Å:
C -0.36889 0.74922 3.09291
C -0.92963 0.79866 1.67308
O -0.80659 -0.41883 0.91691
C 0.11914 -0.07858 -0.12979
C 0.66799 -0.96011 -1.24392
C 0.81245 -0.17093 -2.53860
C -0.04211 -1.39737 -2.49455
H -0.03165 1.75401 3.37820
H -1.10233 0.42647 3.83591
H 0.49582 0.08079 3.13735
H -0.35853 1.56859 1.14460
H -1.97234 1.13907 1.66490
H -0.34662 0.76914 -0.64043
H 1.02527 0.24926 0.39603
H 1.54722 -1.54537 -0.98172
H 0.29870 0.78869 -2.57302
H 1.75088 -0.17885 -3.08644
H -1.12024 -1.29850 -2.55671
H 0.36145 -2.27535 -2.99471



# 3
C6H12O | ωB97M-V/def2-TZVPD

DFT total energy: -8461.3547 eV
Multiplicity: 1
Charge: 0
Relative energy (zero: lowest compared OMol25 entry of this formula, charge and spin): 289.4 kJ/mol
Largest force on an atom: 2.0 eV/A

Positions of all 19 atoms, in Å:
C -1.24929 -1.59852 2.03011
C -1.42378 -1.05839 0.82795
C -0.65903 -0.06490 0.01755
C 0.89213 -0.03675 0.06343
C 1.55314 -1.06381 -0.43606
C 1.43116 1.17205 0.75687
H -0.85370 -0.96709 2.82063
H -1.41102 -2.61686 2.34469
H -2.18623 -1.54791 0.21606
H -0.91020 0.99649 -0.09968
H -0.87765 -0.35893 -1.01755
H 2.63755 -1.12375 -0.48414
H 1.14860 -2.03224 -0.67900
H 1.21565 1.04181 1.82011
H 0.84734 2.01718 0.36918
H 2.43254 1.56968 0.59073
O -0.84938 1.78253 -3.45513
H -0.60584 1.28571 -2.66184
H -1.13200 2.60368 -3.02389



# 4
C5H10N2 | ωB97M-V/def2-TZVPD

DFT total energy: -8322.6068 eV
Multiplicity: 1
Charge: 0
Relative energy (zero: lowest compared OMol25 entry of this formula, charge and spin): 456.0 kJ/mol
Largest force on an atom: 1.0 eV/A

Positions of all 17 atoms, in Å:
C -1.95752 -0.22913 0.18427
C -1.13584 -0.05686 -1.06914
N 0.10225 1.08424 -1.25847
C 0.39565 -0.23286 -0.90097
C 0.96798 -0.51665 0.47975
C 2.19668 0.18996 0.91549
N 0.89454 0.54531 1.46964
H -3.01596 0.00131 0.03856
H -1.56972 0.37677 1.00545
H -1.86196 -1.27706 0.46771
H -1.49228 -0.52002 -1.99086
H -1.18520 1.11992 -1.33980
H 0.78001 -0.92718 -1.65795
H 0.77927 -1.51854 0.86049
H 2.87888 -0.28004 1.62094
H 2.66793 0.87459 0.21207
H 0.55529 1.36623 0.96283



# 5
C5H13NO | ωB97M-V/def2-TZVPD

DFT total energy: -8932.2600 eV
Multiplicity: 1
Charge: 0
Relative energy (zero: lowest compared OMol25 entry of this formula, charge and spin): 168.9 kJ/mol
Largest force on an atom: 5.2 eV/A

Positions of all 20 atoms, in Å:
C 1.50195 1.29367 -1.05669
C 1.24871 0.29594 0.06768
O 2.27932 -0.66824 0.15827
C -0.19521 -0.61966 0.25468
C -0.49392 -0.81304 1.72648
C -1.13586 0.23268 -0.49195
N -2.48857 -0.64451 -0.33331
H 2.50657 1.71413 -0.97143
H 0.81201 2.13293 -1.00705
H 1.42830 0.79988 -2.02570
H 1.30130 0.86602 1.00719
H 3.05566 -0.38351 -0.33619
H -0.01372 -1.56917 -0.25043
H 0.37885 -1.23300 2.22460
H -1.34838 -1.47365 1.84416
H -0.73255 0.13933 2.19707
H -1.35381 1.18160 -0.00415
H -0.92902 0.29836 -1.56427
H -2.48644 -1.44645 -0.95737
H -3.33520 -0.10332 -0.48159



# 6
C23H17BrMnN4O8 | ωB97M-V/def2-TZVPD

DFT total energy: -147816.7474 eV
<S²>: 6.123
Multiplicity: 5
Charge: +1
Relative energy (zero: lowest compared OMol25 entry of this formula, charge and spin): 21.3 kJ/mol
Largest force on an atom: 1.5 eV/A

Positions of all 54 atoms, in Å:
Mn 0.64476 -0.70257 -0.05434
O 3.21479 3.19513 2.51315
C 2.74716 3.80580 1.38863
C 2.98582 5.14596 1.11240
C 2.46596 5.70513 -0.04190
C 1.70887 4.93884 -0.91956
C 1.47747 3.60460 -0.63650
C 1.99200 3.02084 0.51484
C 1.74860 1.57739 0.86125
O 1.48162 0.85349 -0.32691
N 0.58531 1.49725 1.76698
N -0.24690 0.47105 1.54999
C -1.43837 0.38601 2.00106
C -2.25147 -0.80907 1.75927
Br -1.30784 -2.32554 1.06062
C -3.54359 -0.87077 2.10948
C -4.55951 -1.92161 2.00913
C -5.51634 -1.98161 3.02447
C -6.50554 -2.94796 2.99656
C -6.56379 -3.84399 1.93744
C -5.63517 -3.77144 0.90923
C -4.63096 -2.81925 0.94194
H 3.77696 3.80193 3.00596
H 3.57379 5.74470 1.79630
H 2.65517 6.74751 -0.25596
H 1.30858 5.38173 -1.81937
H 0.90152 2.99885 -1.32155
H 2.61134 1.13394 1.37171
H 0.16551 2.37758 2.04326
H -1.90007 1.17119 2.59594
H -3.89269 0.04039 2.59054
H -5.47983 -1.27300 3.84156
H -7.23537 -2.99391 3.79159
H -7.34271 -4.59265 1.90619
H -5.69981 -4.45441 0.07422
H -3.93344 -2.75773 0.12231
O 4.09201 -2.56742 0.52087
C 3.07563 -2.14860 0.05600
O 2.08259 -1.59724 0.77573
C 2.75884 -2.08804 -1.42618
C 3.69235 -1.79890 -2.42455
C 3.22323 -1.36070 -3.64596
C 1.88465 -1.06455 -3.92363
C 1.01035 -1.38432 -2.91482
C 1.41077 -1.99717 -1.73331
N -0.34107 -0.75746 -2.86698
O -0.94430 -0.54186 -3.86419
O -0.73253 -0.43073 -1.72323
N 4.21852 -1.03779 -4.71085
O 5.38188 -1.21463 -4.43901
O 3.77370 -0.60627 -5.75020
H 4.75411 -1.86429 -2.23153
H 1.59297 -0.55767 -4.83092
H 0.70445 -2.51618 -1.08717



# 7
C4H6FNS2 | ωB97M-V/def2-TZVPD

DFT total energy: -30121.8454 eV
Multiplicity: 1
Charge: 0
Relative energy (zero: lowest compared OMol25 entry of this formula, charge and spin): 115.4 kJ/mol
Largest force on an atom: 0.6 eV/A

Positions of all 14 atoms, in Å:
N -1.41176 -0.86670 -0.85067
C -1.12597 0.35698 -0.17186
C -0.02177 1.33076 -0.52707
C 0.05149 0.53553 0.74714
F -0.22897 1.24647 1.88515
C 1.05714 -0.54066 1.00568
S 1.32179 -1.15241 2.48805
S 1.92572 -1.07719 -0.43161
H -0.58424 -1.34117 -1.20529
H -1.99789 -0.66407 -1.65720
H -2.00978 0.78807 0.26445
H -0.20051 2.39479 -0.38646
H 0.65463 1.07981 -1.32344
H 2.57013 -2.09021 0.16312



# 8
C6H10O | ωB97M-V/def2-TZVPD

DFT total energy: -8428.4504 eV
Multiplicity: 1
Charge: 0
Relative energy (zero: lowest compared OMol25 entry of this formula, charge and spin): 269.2 kJ/mol
Largest force on an atom: 1.9 eV/A

Positions of all 17 atoms, in Å:
C -0.97464 -0.79199 -0.39157
C -0.53908 0.17560 0.59807
O -0.55593 -0.07056 1.79409
C 0.08384 1.44013 0.04025
C 1.50335 1.14059 -0.36184
C 1.78815 -0.15230 -0.47749
C 0.68195 -1.19897 -0.30606
H -1.55918 -1.65614 -0.04998
H -1.34144 -0.45225 -1.37770
H -2.79237 -0.12585 0.81998
H -2.36371 -0.09524 1.43622
H -0.49225 1.81382 -0.81492
H 0.01846 2.14702 0.86297
H 2.21416 1.94956 -0.54330
H 2.79790 -0.50806 -0.70928
H 0.85246 -1.75928 0.62883
H 0.67834 -1.85604 -1.14830